Record 1
Here is a 5-piece molecular cluster, C26H77FN17O4P4 overall at a distorted geometry from OMol25. Energies are from wB97M-V/def2-TZVPD.

Computed properties:
Relative energy (zero: lowest compared OMol25 entry of this formula, charge and spin) ... 118.0 kcal per mole
Calculated total energy ... -3733.3414 Ha
HOMO energy ... -9.760 eV
Net charge ... +1
F_max ... 0.1215 Eh/bohr
Orbital gap ... 6.804 eV

Geometry as XYZ:
```
129
C26H77FN17O4P4 wB97M-V/def2-TZVPD
N -3.0493 -3.1906 0.6398
N -2.0110 -2.3647 0.1366
C -1.6005 -2.3158 -1.0982
N -0.5635 -1.4156 -1.1006
C -0.4519 -0.9707 0.1239
N 0.4406 -0.0746 0.5567
F 0.3770 0.2653 1.8613
N -1.3674 -1.5428 0.9622
H -2.8393 -3.3507 1.6205
H -2.9574 -4.0770 0.1494
H -1.9363 -2.8430 -1.9758
H 1.1240 0.3102 -0.0803
H -1.4966 -1.4184 1.9550
O -6.4485 -1.4511 -0.2212
P -6.7965 0.0177 -0.1213
N -8.3929 -0.0210 -0.7651
C -8.7096 0.1027 -2.1732
C -9.2457 -1.0243 -0.1325
N -5.5287 0.5953 -1.1618
C -5.6996 0.9764 -2.5479
C -4.2580 -0.0765 -0.9740
N -7.0217 1.6450 0.4121
C -8.3058 2.1291 0.9396
C -5.8794 2.3525 1.0067
H -9.7896 0.0486 -2.3199
H -8.2473 -0.6850 -2.7823
H -8.4266 1.0826 -2.5581
H -9.0737 -1.0489 0.9467
H -9.0629 -2.0313 -0.5242
H -10.2979 -0.7754 -0.2839
H -6.0308 0.1405 -3.1760
H -4.7562 1.3422 -2.9606
H -6.3946 1.8114 -2.6408
H -4.1912 -1.0331 -1.5143
H -4.0772 -0.2750 0.0863
H -3.4434 0.5744 -1.3117
H -8.9796 2.3727 0.1206
H -8.1767 3.0449 1.5168
H -8.7881 1.3997 1.5890
H -5.6319 3.2221 0.3936
H -4.9938 1.7239 1.0656
H -6.0858 2.6932 2.0232
O 2.5775 3.1244 3.9978
P 1.2500 3.7350 4.3869
N 1.8098 5.1892 5.1218
C 2.1607 5.3146 6.5221
C 2.7508 5.9320 4.2880
N 0.7313 2.4566 5.4392
C 0.8020 2.4913 6.8847
C 1.0336 1.1190 4.9489
N -0.3759 4.3266 4.3980
C -0.7013 5.7396 4.1557
C -1.4491 3.4290 3.9535
H 2.4836 6.3349 6.7368
H 2.9706 4.6358 6.8181
H 1.2931 5.1578 7.1631
H 2.4315 5.9172 3.2424
H 3.7642 5.5175 4.3350
H 2.7858 6.9785 4.5978
H 1.8315 2.5713 7.2536
H 0.3733 1.5799 7.3075
H 0.1969 3.3050 7.2871
H 2.0652 0.8192 5.1707
H 0.8945 1.0670 3.8713
H 0.3528 0.3861 5.3939
H -0.5532 6.3197 5.0644
H -1.7486 5.8632 3.8775
H -0.0988 6.1727 3.3580
H -2.1428 3.2543 4.7793
H -1.0663 2.4630 3.6307
H -2.0108 3.8385 3.1104
O 0.5616 -5.8167 -1.1623
P 1.8113 -5.4469 -0.3836
N 2.5051 -4.3218 -1.4939
C 3.4199 -4.6650 -2.5674
C 1.5561 -3.3166 -1.9380
N 2.5058 -7.0234 -0.3089
C 3.5751 -7.4945 -1.1643
C 1.5466 -8.0958 -0.0522
N 2.9288 -4.9503 0.8414
C 3.3631 -3.5546 0.9914
C 2.9278 -5.6705 2.1237
H 3.7049 -3.7656 -3.1174
H 2.9848 -5.3754 -3.2816
H 4.3572 -5.0596 -2.1769
H 0.9371 -2.9981 -1.1083
H 0.8961 -3.6983 -2.7312
H 2.0723 -2.4298 -2.3108
H 3.2898 -7.5121 -2.2230
H 3.8616 -8.5103 -0.8860
H 4.4776 -6.8959 -1.0304
H 1.0302 -8.4200 -0.9632
H 0.7897 -7.7749 0.6653
H 2.0550 -8.9564 0.3878
H 4.1484 -3.3255 0.2733
H 3.7864 -3.3745 1.9801
H 2.5424 -2.8478 0.8540
H 3.8991 -6.1459 2.2729
H 2.1693 -6.4479 2.1559
H 2.7323 -5.0096 2.9712
O 4.5633 -0.4505 -3.6679
P 4.2465 1.0276 -3.6024
N 2.6781 0.9940 -4.3358
C 2.4313 1.1077 -5.7588
C 1.7973 0.0021 -3.7422
N 5.5649 1.5836 -4.5674
C 5.4675 1.9520 -5.9631
C 6.8332 0.9063 -4.3042
N 3.9951 2.6626 -3.0959
C 2.6879 3.1562 -2.6460
C 5.1077 3.3706 -2.4446
H 1.3586 1.0570 -5.9590
H 2.9198 0.3137 -6.3376
H 2.7379 2.0827 -6.1361
H 1.9237 -0.0102 -2.6533
H 2.0051 -1.0073 -4.1178
H 0.7483 0.2394 -3.9394
H 5.1669 1.1110 -6.6004
H 6.4320 2.3097 -6.3280
H 4.7812 2.7896 -6.1013
H 6.9122 -0.0502 -4.8338
H 6.9529 0.7091 -3.2381
H 7.6679 1.5436 -4.6043
H 2.0603 3.3953 -3.5028
H 2.7881 4.0768 -2.0704
H 2.1653 2.4337 -2.0166
H 5.3927 4.2330 -3.0507
H 5.9846 2.7393 -2.3322
H 4.8474 3.7213 -1.4437
```

***

Record 2
Here is an isolated ion of composition CH3N2O and charge +1 at a distorted geometry from OMol25. Energies are from wB97M-V/def2-TZVPD.

Computed properties:
Relative energy (zero: lowest compared OMol25 entry of this formula, charge and spin) ... 105.4 kcal per mole
Calculated total energy ... -224.1787 Ha
HOMO energy (spin up / spin down) ... -15.540 / -15.537 eV
Net charge ... +1
F_max ... 0.1187 Eh/bohr
Orbital gap (spin up / spin down) ... 9.475 / 9.471 eV

Geometry as XYZ:
```
7
CH3N2O wB97M-V/def2-TZVPD
N 0.2617 0.7496 -0.0970
C 0.0492 -0.4265 0.2555
N -0.1070 -1.6420 0.2662
O 0.9712 -2.2729 0.2049
H 0.2070 1.0354 -0.9866
H 0.3838 1.6524 0.5927
H -0.9496 -2.3155 0.3592
```